Entry 1:
The following is a DFT calculation (ωB97M-V/def2-TZVPD) of C33H33N5ReS6 as an isolated structure in a non-equilibrium geometry.

Summary:
Total charge: 0
Frontier orbital gap (spin up / spin down): 0.22483 / 0.21294 Eh
Relative energy (zero: lowest compared OMol25 entry of this formula, charge and spin): 16.1 kcal/mol
Multiplicity: 4
Highest occupied orbital energy (spin up / spin down): -6.95 / -7.25 eV
<S²>: 3.818
LUMO level (spin up / spin down): -0.83 / -1.45 eV

Last column: Löwdin spin population.
Positions of all 78 atoms, in Å:
Re  -0.81  0.32  -1.80  2.144
S  6.06  2.41  -1.98  0.006
C  4.45  2.11  -1.83  0.004
S  3.28  2.55  -3.00  0.002
C  1.88  1.90  -2.19  0.038
C  2.08  1.30  -1.01  0.040
S  0.87  0.57  0.01  0.141
S  3.75  1.30  -0.48  0.003
S  0.32  2.06  -2.96  0.101
C  -2.24  3.27  -1.24  0.003
N  -2.30  1.79  -1.15  0.009
C  -3.37  1.27  -0.62  0.054
C  -3.45  -0.14  -0.54  0.009
C  -4.39  -1.03  -0.05  0.062
C  -3.87  -2.32  -0.26  0.017
C  -2.64  -2.15  -0.88  0.060
N  -2.38  -0.83  -1.05  0.045
C  -1.60  3.89  -0.03  -0.001
C  -0.23  4.18  -0.01  0.001
C  0.35  4.73  1.12  0.000
C  -0.42  5.00  2.24  0.000
C  -1.78  4.73  2.23  0.000
C  -2.36  4.17  1.09  0.000
H  -3.25  3.65  -1.37  -0.001
H  -1.66  3.51  -2.13  0.002
H  -4.18  1.90  -0.28  0.001
H  -5.33  -0.76  0.41  0.004
H  -4.33  -3.26  0.00  0.000
H  -1.94  -2.91  -1.21  0.002
H  0.37  3.97  -0.89  0.001
H  1.41  4.95  1.12  0.000
H  0.03  5.44  3.12  0.000
H  -2.40  4.93  3.10  0.000
H  -3.43  3.96  1.09  0.000
C  0.90  1.15  3.66  0.001
N  0.00  0.07  4.05  0.000
C  0.65  -1.01  4.77  0.000
C  -1.26  -0.03  3.53  0.001
S  -1.74  0.85  2.19  0.004
N  -2.08  -0.91  4.18  0.001
C  -3.31  -1.33  3.53  0.001
C  -2.22  -0.82  5.64  0.000
H  1.41  1.51  4.56  0.000
H  0.33  1.95  3.21  0.000
H  1.64  0.79  2.94  0.001
H  1.58  -1.27  4.25  0.000
H  0.01  -1.89  4.80  0.000
H  0.91  -0.72  5.79  0.000
H  -3.12  -1.59  2.49  0.001
H  -4.07  -0.54  3.55  0.000
H  -3.69  -2.21  4.06  0.000
H  -1.40  -0.25  6.07  0.000
H  -2.23  -1.81  6.10  0.000
H  -3.15  -0.31  5.89  0.000
N  0.27  -1.02  -2.39  -0.030
C  1.23  -1.76  -2.76  0.130
C  2.09  -1.26  -3.86  0.008
C  1.53  -0.62  -4.96  0.022
C  2.35  -0.07  -5.94  -0.002
C  3.73  -0.15  -5.81  0.019
C  4.29  -0.78  -4.70  -0.002
C  3.48  -1.34  -3.73  0.017
C  1.50  -3.03  -2.04  0.006
C  1.01  -3.21  -0.74  0.025
C  1.23  -4.40  -0.07  -0.003
C  1.95  -5.42  -0.69  0.027
C  2.43  -5.25  -1.98  -0.003
C  2.21  -4.06  -2.66  0.024
H  0.45  -0.56  -5.05  0.002
H  1.91  0.43  -6.79  0.000
H  4.37  0.29  -6.56  0.001
H  5.37  -0.83  -4.59  0.000
H  3.91  -1.81  -2.86  0.000
H  0.48  -2.40  -0.26  0.001
H  0.86  -4.53  0.93  -0.001
H  2.12  -6.35  -0.16  0.002
H  2.98  -6.05  -2.46  -0.001
H  2.56  -3.94  -3.67  0.001

=====

Entry 2:
The following is a DFT calculation (ωB97M-V/def2-TZVPD) of a 3-piece molecular cluster, C3H3BrO overall.

Summary:
Total charge: 0
Frontier orbital gap: 0.42153 Eh
Relative energy (zero: lowest compared OMol25 entry of this formula, charge and spin): 37.5 kcal/mol
Highest occupied orbital energy: -10.83 eV
LUMO level: 0.64 eV

Last column: natural (NBO) charge in e.
Positions of all 8 atoms, in Å:
C  -3.20  -0.79  0.50  -0.227
C  -2.13  -0.70  -0.02  -0.233
C  0.89  1.99  -0.53  0.494
O  1.37  1.90  0.49  -0.493
Br  4.54  -0.81  0.04  -0.194
H  -4.16  -0.87  0.91  0.230
H  3.86  -0.09  -0.95  0.194
H  -1.17  -0.63  -0.45  0.228